C7H13N3 | ωB97M-V/def2-TZVPD

Structure (ORCA input):
```
! RIJCOSX wB97M-V def2-TZVPD def2/J DEFGRID3
* xyz 0 1
C -2.32412 1.22112 -0.40117
C -0.98142 1.16448 0.41354
C 0.25974 0.45836 -0.26193
C 0.23270 -1.06463 -0.37454
C 1.74579 -1.51267 -0.33310
C 2.59299 -0.32417 0.09676
C 1.54274 0.71658 0.57588
H -2.25415 1.94918 -1.32871
H -3.14474 1.68989 0.17917
H -0.65241 2.18991 0.69905
H -1.12603 0.54739 1.33516
H 0.38508 0.96730 -1.20038
H -0.16341 -1.48551 0.52520
H -0.32256 -1.44076 -1.22797
H 1.74157 -2.34573 0.32472
H 2.15661 -1.83516 -1.31742
H 3.28938 -0.04240 -0.78194
H 3.25858 -0.54475 0.98880
H 1.31061 0.52858 1.63227
H 1.94864 1.78037 0.38260
N -3.57059 -1.60694 0.85465
N -3.17530 -0.86123 0.09476
N -2.74970 -0.14921 -0.87538
*
```

Largest force on an atom = 2.5 eV Å⁻¹
Gap between HOMO and LUMO = 10.4315 eV
Energy above the lowest of the compared OMol25 structures with the same formula, charge and spin = 215.5 kJ/mol
Highest occupied orbital energy = -9.438 eV

=====

C7H13N3O | ωB97M-V/def2-TZVPD

Structure (ORCA input):
```
! RIJCOSX wB97M-V def2-TZVPD def2/J DEFGRID3
* xyz 0 1
C 0.57065 -1.09697 -2.39818
C -0.52392 -0.90220 -1.29779
C -0.12649 -0.99359 0.19064
C 1.21344 -1.23205 0.44228
N 1.32158 -1.37415 1.82953
C 0.09963 -1.24941 2.37778
N -0.85741 -1.05582 1.42621
H 0.90207 -2.12062 -2.27349
H 1.41342 -0.43043 -2.11384
H 0.22063 -1.03513 -3.46376
H -0.87743 0.13702 -1.47530
H -1.35590 -1.64803 -1.47567
H 1.96547 -1.36117 -0.34769
H 2.11451 -1.83125 2.26249
H -0.21439 -1.10494 3.41482
C -1.33743 2.06712 1.23156
C -0.80264 2.02311 -0.25548
N 0.48956 1.72972 -0.42974
O -1.55595 2.12540 -1.22099
H -0.65506 1.69864 2.12872
H -2.33841 1.58793 1.39353
H -1.61048 3.13857 1.31707
H 0.86254 1.71746 -1.40351
H 1.08201 1.21077 0.14080
*
```

Largest force on an atom = 3.6 eV Å⁻¹
SMILES string = CCc1c[nH]cn1.CC(N)=O
Gap between HOMO and LUMO = 9.4794 eV
Energy above the lowest of the compared OMol25 structures with the same formula, charge and spin = 169.3 kJ/mol
Highest occupied orbital energy = -8.836 eV

=====

C7H13N3PS | ωB97M-V/def2-TZVPD

Structure (ORCA input):
```
! RIJCOSX wB97M-V def2-TZVPD def2/J DEFGRID3
* xyz 1 1
C 2.09116 1.42602 0.45728
C 1.34633 0.33527 0.93169
C 3.24645 1.31060 -0.41578
C 1.72860 -0.91220 0.47245
C 3.38877 0.11872 -1.05853
C 2.75260 -1.06562 -0.54163
C 3.03835 -2.36660 -0.85931
N -3.16932 -1.27126 -0.32771
N -3.96873 1.40604 -0.62449
N -3.28649 0.31177 1.69938
P -2.87575 0.34082 0.08264
S -1.01677 0.85265 -0.53347
H 1.73470 2.46636 0.69239
H 0.61654 0.61100 1.70154
H 3.68053 2.36680 -0.70314
H 1.17914 -1.80753 0.76993
H 4.15905 0.03733 -1.76739
H 2.41820 -3.20611 -0.55091
H 3.89416 -2.65737 -1.51419
H -2.85463 -1.59501 -1.18865
H -3.84002 -1.73970 0.20595
H -3.47141 2.16091 -1.08192
H -4.61454 1.83162 -0.08583
H -2.52022 -0.17557 2.21449
H -3.65669 1.22108 2.02521
*
```

Largest force on an atom = 4.0 eV Å⁻¹
Gap between HOMO and LUMO (spin up / spin down) = 5.2393 / 5.2387 eV
Energy above the lowest of the compared OMol25 structures with the same formula, charge and spin = 0.0 kJ/mol
Highest occupied orbital energy (spin up / spin down) = -11.309 / -11.309 eV

=====

Please write out number 1 again, unchanged.
C7H13N3 | ωB97M-V/def2-TZVPD

Structure (ORCA input):
```
! RIJCOSX wB97M-V def2-TZVPD def2/J DEFGRID3
* xyz 0 1
C -2.32412 1.22112 -0.40117
C -0.98142 1.16448 0.41354
C 0.25974 0.45836 -0.26193
C 0.23270 -1.06463 -0.37454
C 1.74579 -1.51267 -0.33310
C 2.59299 -0.32417 0.09676
C 1.54274 0.71658 0.57588
H -2.25415 1.94918 -1.32871
H -3.14474 1.68989 0.17917
H -0.65241 2.18991 0.69905
H -1.12603 0.54739 1.33516
H 0.38508 0.96730 -1.20038
H -0.16341 -1.48551 0.52520
H -0.32256 -1.44076 -1.22797
H 1.74157 -2.34573 0.32472
H 2.15661 -1.83516 -1.31742
H 3.28938 -0.04240 -0.78194
H 3.25858 -0.54475 0.98880
H 1.31061 0.52858 1.63227
H 1.94864 1.78037 0.38260
N -3.57059 -1.60694 0.85465
N -3.17530 -0.86123 0.09476
N -2.74970 -0.14921 -0.87538
*
```

Largest force on an atom = 2.5 eV Å⁻¹
Gap between HOMO and LUMO = 10.4315 eV
Energy above the lowest of the compared OMol25 structures with the same formula, charge and spin = 215.5 kJ/mol
Highest occupied orbital energy = -9.438 eV

=====

Q: Among the records above, which one has the highest energy above the lowest of the compared OMol25 structures with the same formula, charge and spin?
A: C7H13N3